1.
63
Properties=species:S:1:pos:R:3 method="wB97M-V/def2-TZVPD" e_homo_ev="-3.39 / -4.21" multiplicity=5 charge=-1 fmax_ev_per_a=0.67 lumo_energy_ev="2.963 / 2.054"
Ir -0.159 0.729 0.435
C -1.082 4.611 -1.360
O -0.058 4.593 -2.359
C 1.026 3.764 -2.320
C 1.960 4.012 -3.302
C 3.149 3.276 -3.392
C 3.393 2.294 -2.474
C 2.459 1.983 -1.456
C 2.848 0.955 -0.542
N 2.035 0.462 0.370
N 2.391 -0.451 1.198
C 1.131 -0.733 2.007
O 0.684 0.460 2.489
C 1.469 -1.666 3.155
C 0.525 -1.801 4.168
C 0.754 -2.650 5.237
C 1.940 -3.375 5.313
C 2.891 -3.233 4.314
C 2.656 -2.383 3.238
C 1.222 2.707 -1.373
O 0.302 2.495 -0.482
H -1.748 5.413 -1.681
H -0.671 4.851 -0.380
H -1.625 3.674 -1.314
H 1.743 4.809 -4.002
H 3.864 3.497 -4.173
H 4.314 1.723 -2.509
H 3.858 0.551 -0.602
H -0.383 -1.216 4.094
H 0.011 -2.749 6.019
H 2.122 -4.038 6.150
H 3.822 -3.786 4.370
H 3.398 -2.266 2.459
C -1.444 1.110 -3.121
O -2.513 1.974 -2.790
C -3.732 1.323 -2.550
C -3.773 0.440 -1.319
O -3.501 1.196 -0.168
C -3.714 0.456 1.013
H -1.781 0.302 -3.783
H -0.989 0.677 -2.221
H -0.691 1.708 -3.634
H -4.007 0.693 -3.411
H -4.476 2.116 -2.451
H -3.059 -0.389 -1.404
H -4.784 0.003 -1.266
H -4.761 0.128 1.086
H -3.476 1.108 1.851
H -3.054 -0.416 1.063
C -0.265 -3.552 1.329
C 0.015 -2.400 0.350
C -1.143 -2.337 -0.643
C 1.300 -2.707 -0.434
N 0.066 -1.117 1.052
H -0.551 -4.452 0.776
H -1.081 -3.279 2.000
H 0.607 -3.791 1.937
H -1.208 -3.270 -1.209
H -0.994 -1.506 -1.335
H -2.086 -2.181 -0.116
H 1.207 -3.669 -0.947
H 2.164 -2.750 0.229
H 1.482 -1.928 -1.178



2.
62
Properties=species:S:1:pos:R:3 method="wB97M-V/def2-TZVPD" e_above_lowest_ev=2.721 e_homo_ev=-8.35 smiles="Cc1cccc(/C=C/c2onc(C)c2S(=O)(=O)N2CCC(C(=O)NC(C)(C)C)CC2)c1" fmax_ev_per_a=1.38 lumo_energy_ev=-0.310
C -1.366 3.895 3.034
C -0.822 2.977 4.085
C -0.574 1.646 3.797
C -0.079 0.770 4.768
C 0.169 1.268 6.051
C -0.083 2.592 6.348
C -0.575 3.444 5.373
H -0.765 4.481 5.610
H 0.108 2.967 7.343
H 0.556 0.606 6.812
C 0.199 -0.622 4.489
C -0.109 -1.269 3.352
C 0.218 -2.638 3.100
C 0.045 -3.380 1.946
C 0.585 -4.653 2.262
N 1.028 -4.655 3.491
O 0.810 -3.419 4.018
C 0.669 -5.823 1.362
H -0.249 -5.897 0.784
H 0.838 -6.727 1.940
H 1.495 -5.686 0.664
S -0.662 -2.876 0.414
O -1.376 -1.646 0.621
O -1.382 -3.976 -0.157
N 0.731 -2.673 -0.504
C 1.543 -1.538 -0.113
H 1.577 -1.521 0.978
C 1.012 -0.211 -0.649
H 1.699 0.596 -0.388
H 0.044 0.003 -0.195
C 0.830 -0.284 -2.164
C -0.091 -1.466 -2.492
H -1.064 -1.300 -2.025
C 0.508 -2.757 -1.932
H -0.169 -3.597 -2.090
H 1.470 -2.974 -2.410
H -0.236 -1.569 -3.570
H 1.804 -0.439 -2.648
C 0.222 1.023 -2.685
O -0.250 1.865 -1.952
N 0.270 1.127 -4.030
H 0.680 0.369 -4.551
C -0.301 2.221 -4.819
C -0.033 1.908 -6.290
H 1.036 1.835 -6.479
H -0.436 2.699 -6.917
H -0.507 0.971 -6.577
C -1.808 2.299 -4.559
H -2.290 1.363 -4.833
H -1.986 2.487 -3.504
H -2.248 3.105 -5.139
C 0.376 3.535 -4.424
H -0.037 4.358 -5.001
H 1.447 3.480 -4.607
H 0.211 3.726 -3.368
H 2.558 -1.721 -0.487
H -0.633 -0.797 2.536
H 0.701 -1.172 5.276
H -0.762 1.287 2.797
H -2.453 3.943 3.112
H -1.116 3.538 2.038
H -0.977 4.903 3.159



3.
66
Properties=species:S:1:pos:R:3 method="wB97M-V/def2-TZVPD" e_above_lowest_ev=0.000 e_homo_ev=-7.97 smiles="CCCCn1c(N)c(N(CCC(C)C)C(=O)CSc2nnc(Nc3ccccc3)s2)c(=O)[nH]c1=O" fmax_ev_per_a=1.81 lumo_energy_ev=0.446
C 0.463 -1.175 4.540
H 1.366 -1.521 4.045
H 0.745 -0.678 5.465
C -0.305 -0.222 3.631
C 0.545 0.998 3.283
H 1.477 0.661 2.830
C -0.114 2.005 2.337
N -0.340 1.494 0.990
C -1.551 1.000 0.581
C -1.769 0.671 -0.737
C -0.747 0.848 -1.733
O -0.846 0.645 -2.923
N 0.463 1.292 -1.186
C 0.735 1.592 0.114
O 1.832 1.936 0.492
H 1.239 1.368 -1.836
N -3.038 0.150 -1.105
C -3.247 -1.147 -1.437
O -4.338 -1.563 -1.768
C -2.053 -2.085 -1.372
H -1.291 -1.784 -2.092
H -2.405 -3.091 -1.598
S -1.227 -2.151 0.254
C 0.412 -1.835 -0.220
N 0.823 -1.768 -1.433
N 2.112 -1.487 -1.556
C 2.733 -1.336 -0.431
N 4.061 -1.145 -0.354
C 4.812 -0.815 0.778
C 6.099 -1.331 0.905
C 6.856 -1.027 2.020
C 6.341 -0.209 3.013
C 5.072 0.328 2.870
C 4.309 0.036 1.755
H 3.350 0.508 1.612
H 4.676 0.990 3.625
H 6.932 0.021 3.886
H 7.852 -1.433 2.116
H 6.498 -1.970 0.130
H 4.565 -1.343 -1.208
S 1.676 -1.542 0.980
C -4.113 1.105 -1.355
C -4.128 1.544 -2.819
H -4.446 0.698 -3.430
C -5.044 2.742 -3.082
C -4.894 3.187 -4.536
H -5.208 2.390 -5.206
H -3.859 3.432 -4.758
H -5.507 4.063 -4.734
C -6.504 2.410 -2.784
H -7.145 3.242 -3.068
H -6.812 1.532 -3.346
H -6.656 2.213 -1.726
H -4.732 3.569 -2.432
H -3.108 1.799 -3.115
H -5.053 0.609 -1.101
H -3.959 1.966 -0.698
N -2.560 0.896 1.492
H -2.309 0.745 2.455
H -3.345 0.350 1.170
H -1.060 2.373 2.736
H 0.569 2.853 2.225
H 0.799 1.531 4.201
H -1.217 0.095 4.146
H -0.580 -0.761 2.721
H -0.148 -2.040 4.784



4.
68
Properties=species:S:1:pos:R:3 method="wB97M-V/def2-TZVPD" e_above_lowest_ev=0.151 e_homo_ev="-11.10 / -11.09" multiplicity=6 charge=+1 fmax_ev_per_a=0.58 lumo_energy_ev="-2.208 / -4.297"
Fe -0.560 0.225 0.713
Cl -4.241 6.692 1.129
C -3.370 5.231 0.809
C -3.023 4.401 1.859
C -2.327 3.239 1.579
Cl -1.867 2.148 2.840
C -1.955 2.882 0.286
O -1.280 1.765 0.011
C -2.340 3.742 -0.742
Cl -1.929 3.306 -2.372
C -3.037 4.910 -0.496
H -3.290 4.654 2.875
H -3.320 5.564 -1.308
B 2.837 0.593 3.939
C 1.702 0.513 2.874
N 0.841 0.421 2.103
H 3.833 0.947 3.353
H 2.464 1.383 4.773
H 2.938 -0.529 4.387
N -2.970 -1.185 -2.548
C -2.704 -0.378 -1.504
N -1.720 -0.827 -0.767
C -1.297 -2.012 -1.370
C -0.276 -2.893 -1.015
C -0.071 -3.986 -1.831
C -0.861 -4.209 -2.972
C -1.879 -3.347 -3.328
C -2.077 -2.245 -2.503
H -3.683 -1.023 -3.239
H -3.236 0.543 -1.329
H 0.332 -2.722 -0.135
H 0.709 -4.695 -1.587
H -0.668 -5.080 -3.583
H -2.486 -3.523 -4.206
C -2.500 -2.555 5.058
N -1.733 -2.285 3.837
C -0.549 -3.077 3.493
C -2.063 -1.279 3.066
O -1.440 -0.992 2.025
H -2.108 -3.454 5.523
H -3.550 -2.720 4.825
H -2.403 -1.733 5.765
H -0.404 -3.839 4.251
H 0.330 -2.434 3.452
H -0.688 -3.553 2.523
H -2.919 -0.681 3.391
C 3.591 3.577 -1.041
C 3.096 2.162 -1.319
C 1.736 2.200 -2.000
S 0.842 0.650 -2.097
O 0.859 0.142 -0.642
C 1.977 -0.469 -2.950
C 2.962 -1.222 -2.063
C 3.638 -2.333 -2.859
H 4.566 3.553 -0.558
H 2.904 4.106 -0.379
H 3.685 4.155 -1.962
H 3.015 1.604 -0.385
H 3.813 1.638 -1.954
H 1.777 2.581 -3.024
H 1.034 2.836 -1.451
H 2.469 0.137 -3.715
H 1.319 -1.177 -3.460
H 2.423 -1.641 -1.212
H 3.706 -0.543 -1.650
H 2.901 -3.047 -3.234
H 4.345 -2.875 -2.234
H 4.185 -1.936 -3.715